{
  "formula": "C19H32F3N2O7Ti",
  "method": "the ωB97M-V functional and the def2-TZVPD basis",
  "charge": 0,
  "homo_lumo_gap_ev": [4.6, 8.3],
  "spin_multiplicity": 4,
  "symbols": ["Ti", "C", "O", "O", "C", "F", "F", "F", "C", "C", "H", "H", "H", "H", "H", "H", "O", "C", "O", "C", "C", "C", "H", "H", "H", "H", "H", "H", "H", "H", "C", "C", "C", "C", "N", "H", "H", "H", "H", "H", "H", "H", "C", "C", "C", "C", "N", "H", "H", "H", "H", "H", "H", "H", "C", "C", "O", "C", "O", "O", "H", "H", "H", "H"],
  "coordinates": [[-1.666207, -0.191565, -1.107043], [-0.786526, -1.902311, -3.305428], [-1.155391, -2.300124, -1.998184], [-1.198241, -0.634189, -3.450428], [0.634206, -2.333821, -3.762893], [1.556319, -2.293915, -2.772241], [0.636419, -3.572526, -4.265135], [1.101847, -1.546933, -4.741154], [-1.046659, -3.660903, -1.626992], [-1.015964, -3.745461, -0.094160], [-1.209324, -4.762905, 0.248410], [-0.020821, -3.476766, 0.262072], [-1.777544, -3.084965, 0.320297], [-0.143078, -4.138596, -1.999879], [-1.937464, -4.215411, -1.933417], [-1.391397, -2.538201, -3.992160], [-3.019858, -0.748350, 0.638246], [-3.873861, -0.885520, 1.483881], [-3.868075, -0.307300, 2.677590], [-2.723577, 0.483760, 2.995093], [-2.787817, 0.995208, 4.424381], [-5.077612, -1.771579, 1.272726], [-2.631567, 1.345605, 2.329016], [-1.832121, -0.132147, 2.852704], [-3.614398, 1.665694, 4.641321], [-1.848024, 1.506982, 4.643563], [-2.786643, 0.156706, 5.125130], [-5.632033, -1.882810, 2.200526], [-4.747631, -2.775157, 1.003140], [-5.651983, -1.337782, 0.456153], [0.730541, 2.253386, 3.137986], [1.382542, 2.878290, 1.892787], [0.366277, 3.631522, 1.023785], [-0.676093, 2.772020, 0.459957], [-1.558802, 2.202808, -0.003303], [0.141257, 1.382329, 2.850933], [0.095110, 2.956173, 3.677217], [1.546614, 2.001351, 3.817440], [1.907880, 2.139998, 1.288612], [2.137461, 3.601542, 2.204639], [0.862763, 4.113860, 0.179854], [-0.117242, 4.361680, 1.673226], [4.244207, -0.896401, -0.423648], [3.981713, -0.374661, 0.993942], [2.631365, -0.855508, 1.530020], [1.493916, -0.711229, 0.605410], [0.605961, -0.592913, -0.107448], [5.152882, -0.423007, -0.805023], [3.466914, -0.587544, -1.126312], [4.383070, -1.971796, -0.517096], [3.986565, 0.713007, 1.048650], [4.788073, -0.764747, 1.613669], [2.290687, -0.240078, 2.368950], [2.725049, -1.880654, 1.889292], [0.445501, 2.005061, -2.816725], [1.460187, 1.443947, -3.775994], [2.558430, 2.349446, -3.596171], [2.146176, 3.460936, -2.950016], [2.822076, 4.395265, -2.696830], [0.835020, 3.364366, -2.622961], [0.477210, 1.458868, -1.870558], [-0.587969, 2.036783, -3.151601], [1.092026, 1.444334, -4.802321], [1.697639, 0.416868, -3.515509]],
  "atomic_forces_ev_per_a": [[0.64, -0.39, -0.60], [-2.70, 0.27, -2.13], [0.87, -0.33, 1.02], [1.39, 0.20, 1.21], [0.41, 1.02, 0.58], [0.13, -0.11, 0.17], [-0.03, -0.48, 0.13], [-0.13, 0.16, -0.08], [-0.39, -0.39, 1.29], [0.29, 0.02, -0.41], [-0.08, -0.05, -0.13], [-0.14, 0.26, 0.17], [0.10, 0.07, 0.10], [-0.05, 0.07, -0.36], [0.07, 0.03, -0.56], [0.02, -0.27, 0.01], [0.56, 0.51, -0.10], [-0.59, -0.89, -0.34], [-0.07, 0.30, 0.35], [0.61, 0.75, 0.26], [0.45, -0.73, 0.20], [0.46, -0.01, 0.43], [-0.21, -0.26, -0.28], [-0.02, 0.01, -0.01], [-0.11, -0.04, -0.16], [-0.09, 0.22, -0.17], [-0.34, 0.02, 0.00], [-0.30, 0.29, -0.14], [0.11, 0.13, -0.30], [-0.23, -0.16, 0.08], [0.73, 0.16, -0.44], [-0.36, 0.25, 0.19], [0.31, -0.37, 0.04], [-0.16, 0.60, 0.16], [0.16, -1.01, -0.22], [0.02, -0.10, 0.21], [-0.08, 0.10, -0.16], [-0.25, -0.43, 0.12], [-0.05, -0.20, 0.03], [-0.03, 0.06, -0.02], [-0.07, 0.20, 0.07], [-0.11, 0.23, -0.29], [0.30, 0.97, -0.45], [-0.22, -0.55, -0.67], [-0.43, 0.26, 0.44], [0.97, -0.47, 0.06], [-1.20, 0.47, -0.12], [0.06, -0.14, 0.05], [-0.14, -0.13, 0.11], [-0.15, -0.07, 0.32], [0.25, 0.04, -0.26], [-0.17, 0.19, 0.38], [0.38, -0.15, 0.31], [-0.34, -0.08, -0.16], [-1.13, -0.16, 0.32], [-0.70, -0.08, -0.19], [0.30, -0.12, -0.04], [-0.75, -0.63, -0.18], [0.68, 0.71, 0.15], [0.69, 0.05, 0.15], [0.02, 0.18, 0.11], [0.11, -0.37, -0.19], [0.29, 0.22, -0.08], [0.45, 0.18, 0.03]]
}

=====

{
  "formula": "C48H110N6O8",
  "method": "the ωB97M-V functional and the def2-TZVPD basis",
  "charge": 4,
  "homo_lumo_gap_ev": 6.8,
  "symbols": ["C", "C", "C", "N", "C", "C", "C", "C", "C", "C", "H", "H", "H", "H", "H", "H", "H", "H", "H", "H", "H", "H", "H", "H", "H", "H", "H", "H", "H", "H", "C", "C", "C", "N", "C", "C", "C", "C", "C", "C", "H", "H", "H", "H", "H", "H", "H", "H", "H", "H", "H", "H", "H", "H", "H", "H", "H", "H", "H", "H", "C", "C", "C", "N", "C", "C", "C", "C", "C", "C", "H", "H", "H", "H", "H", "H", "H", "H", "H", "H", "H", "H", "H", "H", "H", "H", "H", "H", "H", "H", "C", "C", "C", "N", "C", "C", "C", "C", "C", "C", "H", "H", "H", "H", "H", "H", "H", "H", "H", "H", "H", "H", "H", "H", "H", "H", "H", "H", "H", "H", "C", "N", "C", "C", "C", "C", "O", "H", "H", "H", "H", "H", "H", "H", "H", "H", "H", "H", "H", "H", "H", "C", "N", "C", "C", "C", "C", "O", "H", "H", "H", "H", "H", "H", "H", "H", "H", "H", "H", "H", "H", "H", "O", "C", "O", "O", "H", "O", "C", "O", "O", "H"],
  "coordinates": [[8.997743, -5.979147, 8.899769], [9.909577, -6.655793, 9.847699], [9.269898, -7.982931, 10.348431], [10.163518, -8.633449, 11.439314], [11.524933, -9.169418, 10.821322], [11.165642, -10.339977, 9.853134], [10.338489, -11.489571, 10.479519], [9.100598, -10.885382, 11.121996], [9.461155, -9.822531, 12.148638], [10.559576, -7.553760, 12.496512], [8.194305, -5.391661, 9.344107], [8.566332, -6.726548, 8.233905], [9.468453, -5.196166, 8.305220], [10.132484, -5.928354, 10.628233], [10.858877, -6.927890, 9.386301], [9.221394, -8.792108, 9.619748], [8.256357, -7.802821, 10.706734], [12.117362, -8.411866, 10.308263], [12.149819, -9.571942, 11.618570], [10.697077, -9.939360, 8.954213], [12.051966, -10.808281, 9.425094], [10.077518, -12.228217, 9.721630], [10.830544, -12.015079, 11.297948], [8.413916, -10.520295, 10.358266], [8.592180, -11.700314, 11.637253], [8.554584, -9.417282, 12.598092], [10.046628, -10.132666, 13.014169], [10.981221, -8.095397, 13.343238], [9.633481, -7.055240, 12.782693], [11.323138, -6.899176, 12.076278], [7.042377, -2.393363, 1.522792], [6.246057, -2.661346, 2.788212], [5.159071, -3.673690, 2.451842], [4.119298, -3.910410, 3.614451], [3.372986, -5.126292, 3.106612], [2.517917, -5.678220, 4.203011], [3.072759, -5.923468, 5.582862], [3.846537, -4.652961, 5.998912], [4.780110, -4.133654, 4.980068], [3.128579, -2.759188, 3.715800], [8.063063, -2.150430, 1.818239], [6.492994, -1.614164, 0.994469], [7.174867, -3.262734, 0.878780], [5.789883, -1.727063, 3.115509], [6.991506, -2.965849, 3.522839], [5.615924, -4.636625, 2.223493], [4.552217, -3.477954, 1.567801], [4.075468, -5.941787, 2.934576], [2.951004, -4.853677, 2.139292], [2.172108, -6.654867, 3.864390], [1.623170, -5.069412, 4.332955], [3.701914, -6.813556, 5.581107], [2.336452, -6.132513, 6.358906], [4.401888, -4.716701, 6.934657], [3.098456, -3.924982, 6.312779], [5.526742, -4.889615, 4.736845], [5.204167, -3.180570, 5.296139], [3.623414, -1.821664, 3.969362], [2.208385, -2.899860, 4.282866], [2.709767, -2.743268, 2.709602], [14.230758, -4.423829, 6.615664], [14.881810, -5.545501, 5.711662], [14.883345, -5.090919, 4.172148], [14.899526, -6.322961, 3.144925], [13.889507, -7.480118, 3.346450], [12.446818, -6.986684, 3.014174], [12.386745, -6.524508, 1.568917], [13.482529, -5.412037, 1.230388], [14.875638, -5.762039, 1.740700], [16.390950, -6.891145, 3.262407], [13.230514, -4.148190, 6.281555], [14.816044, -3.514681, 6.477895], [14.301338, -4.620817, 7.685399], [14.341837, -6.492290, 5.701046], [15.913569, -5.797328, 5.956937], [15.748261, -4.435193, 4.071934], [14.075328, -4.434316, 3.849554], [13.990067, -8.020808, 4.287529], [14.143737, -8.289454, 2.662037], [12.136137, -6.270530, 3.774902], [11.690004, -7.765887, 3.104634], [11.356039, -6.234428, 1.364956], [12.464643, -7.452297, 1.002147], [13.149805, -4.490056, 1.707186], [13.579165, -5.301248, 0.150346], [15.674665, -5.022014, 1.695985], [15.074627, -6.617145, 1.094712], [17.142839, -6.109181, 3.368706], [16.669040, -7.486389, 2.392655], [16.330195, -7.451728, 4.195226], [3.929548, -9.205114, 3.354842], [5.186085, -9.117926, 4.243289], [6.136078, -10.339575, 4.071156], [7.348733, -10.371934, 5.039302], [8.305433, -11.500030, 4.505611], [9.294111, -12.027289, 5.547676], [8.602703, -12.353581, 6.800298], [7.885155, -11.171766, 7.458901], [6.822006, -10.758631, 6.472190], [8.078940, -8.996149, 5.162394], [3.582329, -10.238092, 3.332523], [4.009208, -8.844802, 2.329206], [3.134459, -8.648695, 3.851147], [4.929641, -8.900883, 5.280223], [5.644685, -8.178845, 3.933590], [6.475374, -10.668346, 3.088877], [5.580846, -11.226007, 4.377851], [7.741652, -12.405334, 4.280509], [8.816918, -11.005326, 3.679931], [9.782366, -12.906321, 5.126951], [10.115393, -11.341183, 5.754655], [7.934494, -13.189421, 6.593019], [9.244318, -12.838218, 7.536197], [7.458887, -11.225320, 8.460664], [8.616195, -10.371663, 7.575139], [6.072649, -11.546867, 6.399792], [6.240428, -9.917188, 6.848809], [8.407788, -8.808706, 4.140230], [8.857627, -9.011617, 5.924970], [7.398429, -8.235476, 5.544994], [4.712114, -4.420503, -1.453351], [3.725279, -5.045052, -2.511177], [2.415265, -4.193782, -2.547071], [4.333206, -4.936479, -3.911503], [3.482730, -6.532685, -2.182835], [2.327754, -6.951672, -1.314980], [2.195374, -6.237554, -0.093274], [4.164523, -4.359380, -0.512866], [4.870668, -3.413861, -1.840167], [5.640334, -4.975186, -1.316148], [1.958576, -4.425187, -1.584789], [1.772456, -4.590159, -3.333061], [2.697805, -3.141061, -2.554011], [5.324033, -5.364726, -4.063040], [4.554584, -3.870466, -3.963511], [3.672893, -5.356953, -4.669981], [4.424970, -6.967298, -1.849084], [3.451506, -7.012789, -3.160903], [2.539601, -7.953585, -0.941619], [1.322096, -6.946619, -1.735378], [1.713338, -6.848498, 0.468849], [9.740681, -10.403301, -1.318323], [9.192131, -9.227334, -0.508720], [9.763055, -9.331243, 0.905116], [9.710740, -7.923818, -1.242289], [7.623137, -9.333886, -0.593842], [6.903662, -8.339766, 0.361839], [7.032419, -6.976826, -0.025284], [10.816269, -10.522933, -1.188286], [9.601848, -10.305731, -2.395042], [9.213655, -11.336497, -1.119572], [10.755871, -9.780030, 0.936800], [9.102318, -9.987949, 1.471033], [9.718830, -8.355713, 1.389342], [10.778451, -8.022933, -1.046668], [9.379400, -7.095436, -0.616110], [9.404162, -7.904094, -2.288105], [7.410781, -10.387257, -0.411031], [7.327824, -9.112121, -1.619370], [7.080068, -8.647046, 1.392649], [5.821197, -8.392987, 0.245578], [7.355095, -6.477906, 0.728740], [11.475743, -7.719687, 6.011999], [12.059741, -8.879707, 6.337399], [11.770184, -9.847052, 5.605964], [12.925452, -8.994113, 7.251147], [10.951727, -7.994917, 5.256182], [8.424973, -5.952883, 4.795191], [8.470177, -5.998881, 3.489285], [9.639910, -5.713991, 3.156867], [7.465703, -6.235927, 2.754206], [9.321065, -5.727616, 4.534664]],
  "atomic_forces_ev_per_a": [[-0.89, 0.72, -1.33], [0.40, -0.95, 0.58], [1.36, 0.07, 0.79], [1.45, 0.83, 0.88], [-1.31, -1.63, -0.67], [0.63, -0.51, 0.12], [-0.17, 1.27, 0.15], [0.05, -0.94, 0.38], [-0.63, 1.24, -0.82], [-0.47, -1.50, -0.58], [-0.25, -0.51, 0.53], [-0.16, 0.22, -0.36], [0.48, -0.38, -0.22], [-0.03, -0.45, 0.33], [0.01, 0.21, -0.26], [-0.07, 0.71, -0.46], [0.12, -0.15, 0.56], [-0.55, 0.27, 0.04], [-0.38, 0.22, 0.41], [-0.27, 0.01, 0.00], [0.46, 0.50, 0.23], [0.02, 0.05, 0.00], [0.62, 0.01, -0.25], [-0.11, 0.24, 0.20], [-0.31, 0.18, 0.18], [-0.10, 0.24, -0.14], [0.49, -0.25, -0.48], [-0.06, 0.09, -0.03], [0.26, 0.19, 0.04], [-0.34, -0.05, 0.05], [0.04, 0.17, -0.05], [-0.30, -0.13, -0.47], [0.07, -0.12, 1.64], [-0.11, 0.32, -0.62], [1.29, -0.42, 1.61], [-2.87, -0.62, -0.12], [1.83, 0.74, 0.51], [-1.16, -0.34, 1.28], [0.35, -0.27, -1.63], [-0.08, -0.23, -1.65], [-0.16, 0.66, -0.35], [0.69, 0.13, -0.42], [-0.32, -0.23, 0.01], [0.13, 0.06, 0.15], [-0.65, -0.53, 0.38], [0.12, -0.19, 0.56], [-0.04, 0.77, 0.15], [0.70, 0.41, -0.31], [-0.57, -0.13, 0.35], [-0.38, 0.08, -0.31], [-0.20, 0.01, -0.14], [0.44, 0.02, -0.07], [-0.42, 0.10, -0.47], [0.26, -0.59, -0.04], [-0.15, 0.37, -0.44], [0.51, 0.18, 0.30], [0.23, -0.16, -0.26], [0.01, -0.25, -0.01], [0.70, -0.52, 0.76], [0.20, 0.71, -0.21], [1.25, -0.33, -1.02], [-1.12, 0.54, -1.63], [-0.56, -0.82, 1.11], [2.95, 0.63, 0.59], [-0.81, 0.31, -0.52], [0.93, -0.02, 0.63], [0.64, 0.56, 0.15], [-1.17, -0.29, 0.85], [-1.24, -1.67, -0.21], [-1.56, -0.09, 0.85], [-0.13, -0.46, 0.22], [0.15, 0.12, -0.04], [-0.31, -0.37, -0.20], [-0.30, 0.12, 0.68], [-0.06, 0.32, 0.32], [0.43, -0.64, -0.80], [-0.53, -0.46, 0.38], [0.07, 0.86, 0.49], [0.43, 0.38, -0.59], [0.07, 0.42, -0.30], [0.42, -0.48, 0.30], [0.16, 0.80, -0.01], [0.76, 0.00, -0.54], [-0.23, 0.17, -0.37], [-0.16, 0.34, 0.08], [-0.39, 0.13, -0.26], [0.95, -0.08, 0.14], [-0.52, 0.33, -0.03], [-0.50, -0.17, 0.17], [0.47, -0.27, -0.25], [-0.35, -0.78, 0.95], [0.78, 0.67, -1.44], [-0.29, -0.09, 1.68], [-0.13, -0.49, 1.27], [0.32, 0.73, 1.22], [1.11, 1.39, -0.60], [-0.67, -1.75, 2.43], [0.71, 0.46, -1.46], [-0.77, 0.85, -0.22], [-0.87, -1.21, -0.18], [-0.19, -0.05, -0.20], [0.43, 0.01, 0.08], [-0.06, 0.07, -0.15], [-0.11, -0.72, 0.10], [0.70, -0.03, -0.04], [0.19, 1.01, -0.30], [-0.18, -0.03, 0.13], [-0.68, 0.58, -0.65], [-0.13, -0.46, -0.24], [-0.17, -0.10, -0.10], [0.09, 0.40, -0.26], [-0.76, 0.09, 0.08], [0.56, 0.27, -0.14], [-0.21, -0.87, -0.20], [0.22, 0.23, -0.11], [0.27, -0.27, -0.53], [0.20, 0.38, -0.28], [0.26, 0.48, 0.33], [0.37, -0.60, -0.55], [-0.33, -0.18, -0.57], [-1.56, 0.17, -1.05], [0.67, -0.36, 0.30], [0.99, -1.53, 1.35], [0.57, 0.82, 0.78], [0.66, 0.24, -1.11], [-0.71, -0.49, 1.02], [0.68, 0.89, 0.44], [0.00, -0.17, -0.12], [0.33, -0.04, 0.24], [-0.25, -0.21, -0.41], [-0.22, 0.26, -0.06], [0.25, 0.49, -0.17], [-0.17, -0.19, -0.57], [-0.10, -0.64, 0.75], [-0.54, 0.06, -0.80], [-0.21, 0.45, 0.22], [0.14, 0.60, 0.69], [-0.86, -0.08, -0.04], [0.13, -0.50, -1.04], [0.32, -0.04, -0.90], [-0.18, 0.28, 0.35], [-0.09, -0.26, -0.50], [-0.03, -0.29, -1.81], [-1.19, 0.15, -0.15], [0.16, -1.23, 2.36], [0.83, 1.14, 0.64], [-1.08, -0.44, -0.95], [0.95, -0.41, -0.15], [-0.15, 0.15, 0.39], [-0.25, 0.74, 0.05], [0.12, 0.12, 0.71], [-0.04, 0.33, -0.42], [-0.02, -0.12, -0.11], [0.18, 0.10, -0.13], [0.14, 0.23, -0.77], [-0.28, 0.04, -0.53], [0.06, -0.09, 0.32], [-0.24, 0.19, 0.35], [0.40, 0.01, -0.08], [0.47, 0.87, 0.25], [-0.17, -1.45, -0.10], [0.32, 0.40, 1.04], [-0.60, 1.93, 0.36], [3.52, -3.15, 1.75], [-1.61, -0.62, -1.45], [-1.57, 1.92, -0.37], [-0.23, 0.18, -0.28], [-3.10, -0.83, 2.35], [-2.87, -0.29, -3.99], [1.39, -0.11, -2.71], [0.28, -0.24, 0.27], [3.89, 1.21, 3.58]]
}